Entry 1:
ORCA calculation (the ωB97M-V functional and the def2-TZVPD basis) on 2 unconnected molecules or ions with the total composition C9H14 at a distorted geometry.

Output
* SMILES: Cc1ccccc1.CC
* energy relative to the best compared isomer or geometry (same formula, charge and spin): 24.2 kcal per mole
* gap between HOMO and LUMO: 10.09 eV

Geometry as XYZ:
```
23
C9H14 (the ωB97M-V functional and the def2-TZVPD basis)
C -2.9491 -0.2855 1.2091
C 1.5632 0.8865 -1.0714
C 0.5115 1.3366 -0.2309
C -3.8469 -1.4788 1.3800
C 0.5750 -0.9065 0.8721
C 0.1382 0.4232 0.7326
C 1.5344 -1.2884 -0.0342
C 2.0957 -0.3679 -0.9600
C 2.0631 1.8196 -2.2039
H 1.8045 -2.3245 -0.2389
H 0.0845 -1.5522 1.5823
H 2.8551 2.4734 -1.8700
H 1.1755 2.3402 -2.5691
H -2.1296 -0.5224 0.5355
H 2.4615 1.1786 -2.9942
H -4.9237 -1.3266 1.2102
H -3.5925 -2.2491 0.6504
H -2.4067 -0.0904 2.1410
H 0.0730 2.3125 -0.3735
H -0.3958 0.9413 1.5269
H 2.9401 -0.5675 -1.6022
H -3.4655 0.6008 0.8704
H -3.9219 -1.9906 2.3500
```


Entry 2:
ORCA calculation (the ωB97M-V functional and the def2-TZVPD basis) on 2 unconnected molecules or ions with the total composition C9H14 at a distorted geometry.

Output
* SMILES: Cc1ccccc1.CC
* energy relative to the best compared isomer or geometry (same formula, charge and spin): 19.2 kcal per mole
* gap between HOMO and LUMO: 9.95 eV

Geometry as XYZ:
```
23
C9H14 (the ωB97M-V functional and the def2-TZVPD basis)
C -3.0128 -1.1879 0.3310
C 1.1926 1.1383 -0.7766
C 0.3760 0.3528 1.3419
C 2.4813 0.7327 -0.4334
C 2.7279 0.3160 0.8710
C -4.3184 -1.1107 -0.4394
C 1.6863 0.2269 1.8017
C 3.6414 0.6840 -1.4007
C 0.1480 0.9109 0.0788
H -0.8505 1.1178 -0.2859
H -5.1791 -0.9071 0.1889
H -3.2127 -1.4312 1.3894
H -4.4643 -2.0066 -1.0560
H -2.7046 -0.1673 0.5960
H 1.8842 -0.1914 2.7789
H -0.4570 0.2302 2.0224
H 3.7767 1.6585 -1.8750
H 1.1176 1.4446 -1.8137
H 3.7334 0.1674 1.2443
H -2.2278 -1.8289 -0.0471
H 4.4859 0.1707 -0.9535
H -4.2746 -0.3897 -1.2646
H 3.4506 0.0699 -2.2983
```


Entry 3:
ORCA calculation (the ωB97M-V functional and the def2-TZVPD basis) on 2 unconnected molecules or ions with the total composition C9H14 at a distorted geometry.

Output
* SMILES: Cc1ccccc1.CC
* energy relative to the best compared isomer or geometry (same formula, charge and spin): 34.6 kcal per mole
* gap between HOMO and LUMO: 10.04 eV

Geometry as XYZ:
```
23
C9H14 (the ωB97M-V functional and the def2-TZVPD basis)
C 0.7932 2.1018 -0.4724
C 0.4523 1.0736 -1.3678
C 0.8531 1.8188 0.8831
C 1.3483 3.4382 -0.9204
C 0.4855 -0.2523 -0.9807
C 0.4170 -0.4656 0.4117
C -1.7773 -3.7390 1.1523
C -2.3901 -3.1694 -0.1630
C 0.6207 0.5051 1.3638
H -1.9761 -4.7586 1.3358
H 1.6292 3.2221 -1.9555
H -3.2262 -3.8455 -0.4172
H 0.7016 1.3649 -2.3795
H 0.4365 -1.5000 0.7980
H 0.5168 -1.2215 -1.4785
H -1.6374 -3.0328 -0.9164
H 0.7972 0.3235 2.4138
H 1.1814 2.5569 1.6178
H 0.6016 4.2177 -0.8901
H 2.2799 3.7403 -0.4382
H -0.6931 -3.4628 1.1018
H -3.0914 -2.3242 0.0407
H -1.9951 -3.1731 2.0633
```


Entry 4:
ORCA calculation (the ωB97M-V functional and the def2-TZVPD basis) on 2 unconnected molecules or ions with the total composition C9H14 at a distorted geometry.

Output
* 2S+1: 2
* energy relative to the best compared isomer or geometry (same formula, charge and spin): 32.0 kcal per mole
* charge: +1
* <S²>: 0.766
* gap between HOMO and LUMO (spin up / spin down): 9.91 / 5.75 eV

Geometry as XYZ:
```
23
C9H14 (the ωB97M-V functional and the def2-TZVPD basis)
C 2.3726 -0.0144 -2.3261
C -1.6225 -0.5523 2.2484
C 3.0710 0.4326 -1.2261
C 1.0091 0.1837 -2.3063
C -1.2267 0.8635 -1.2342
C 1.1083 0.9068 -0.0328
C 2.4835 0.8771 -0.0568
C -2.2546 -1.9099 2.2544
C 0.2859 0.5705 -1.1781
H 4.1730 0.5642 -1.1657
H 2.7841 -0.4418 -3.2229
H 3.0971 1.3943 0.7581
H 0.6186 1.3460 0.8609
H -1.6799 -2.5924 2.7910
H -2.3727 -2.4107 1.2778
H -2.2830 0.2342 2.3953
H -3.2591 -1.8641 2.6501
H -1.5456 1.7621 -1.7836
H -1.6314 0.9890 -0.1708
H -0.7762 -0.3929 3.0758
H -1.8044 0.1310 -1.6376
H -1.0573 -0.3213 1.3240
H 0.5100 0.2447 -3.2948
```


Entry 5:
ORCA calculation (the ωB97M-V functional and the def2-TZVPD basis) on a molecular structure, C9H14Br6Cl6O2 at a distorted geometry.

Output
* gap between HOMO and LUMO: 9.82 eV

Geometry as XYZ:
```
37
C9H14Br6Cl6O2 (the ωB97M-V functional and the def2-TZVPD basis)
Br -15.4034 21.7251 16.3523
Br -18.5262 24.8813 18.0309
Br -14.4997 21.9655 19.3635
Br -20.1441 27.5176 18.8448
Br -21.6279 24.9109 17.7583
Br -17.3931 20.9119 18.6740
Cl -21.0465 19.7931 17.5585
Cl -19.6075 30.0080 13.0509
Cl -22.5948 21.6504 19.1981
Cl -18.5802 28.1577 15.0811
Cl -18.7222 22.6228 15.4924
Cl -20.2502 24.8903 14.3724
O -18.4040 27.3786 24.0239
O -18.0957 25.8826 22.3948
C -20.1938 25.8242 23.4127
C -21.1707 21.4266 18.1804
C -15.9522 22.0829 18.1365
C -18.8585 26.5301 23.3211
C -18.7188 24.0277 14.4300
C -20.0718 26.0127 17.6601
C -18.2394 29.5579 14.0621
C -20.0670 24.6173 22.4704
C -18.9349 25.0857 21.5524
H -18.4725 23.7073 13.4241
H -19.3022 25.6691 20.7101
H -17.9326 24.6925 14.7745
H -21.0109 24.5112 21.9353
H -18.3798 24.2473 21.1373
H -17.3876 29.3135 13.4384
H -21.1776 22.1271 17.3504
H -16.3751 23.0733 18.1966
H -21.0386 26.4499 23.1037
H -20.4907 25.6276 24.4431
H -20.2916 21.7148 18.7536
H -19.9600 26.4110 16.6623
H -19.8510 23.6814 22.9800
H -17.9854 30.4076 14.6848
```


Entry 6:
ORCA calculation (the ωB97M-V functional and the def2-TZVPD basis) on a molecular structure, C9H14ClI2NOPSW at a distorted geometry.

Output
* 2S+1: 3
* energy relative to the best compared isomer or geometry (same formula, charge and spin): 0.0 kcal per mole
* charge: +3
* <S²>: 2.036
* gap between HOMO and LUMO (spin up / spin down): 5.81 / 6.32 eV

Geometry as XYZ:
```
31
C9H14ClI2NOPSW (the ωB97M-V functional and the def2-TZVPD basis)
W 1.1838 -0.2371 -0.1655
I 5.1124 0.7553 -0.2017
I 3.6130 -1.7689 -0.1634
Cl -0.7718 0.8678 0.5386
S 1.3967 -1.0936 1.9921
P -0.0602 -0.4968 -2.5707
O 2.8007 1.1848 -2.5245
N -0.8454 -0.8828 3.5609
C 2.2344 0.6732 -1.6488
C -1.0520 0.9777 -2.8314
C -1.7775 -0.2232 4.3756
C 0.7013 -0.5084 -4.2314
C -0.4949 1.7504 4.3538
C 0.5434 1.1122 3.6273
C -1.1011 -1.9435 -2.6712
C 0.3640 -0.2337 3.2754
C -1.6291 1.0854 4.7740
H -1.8838 1.0787 -2.1581
H -0.4503 2.7953 4.6243
H 1.2509 0.4223 -4.4421
H -0.1131 -0.6439 -4.9585
H -0.4764 -2.8376 -2.6083
H -1.3967 0.8891 -3.8781
H -1.0884 -1.8100 3.1713
H -0.4182 1.8598 -2.7743
H -1.5498 -1.8821 -3.6818
H 1.3945 1.6549 3.2397
H -1.8694 -1.9518 -1.9041
H -2.6350 -0.8259 4.7429
H 1.4193 -1.3296 -4.2905
H -2.4012 1.5623 5.4283
```


Entry 7:
ORCA calculation (the ωB97M-V functional and the def2-TZVPD basis) on a gas-phase ion, C9H14ClN2O (charge +1) at a distorted geometry.

Output
* SMILES: C[C@@H]1[C@@H](C)C=C=NO/[N+](=C/Cl)[C@H]1C
* energy relative to the best compared isomer or geometry (same formula, charge and spin): 142.0 kcal per mole
* charge: +1
* gap between HOMO and LUMO: 8.91 eV

Geometry as XYZ:
```
27
C9H14ClN2O (the ωB97M-V functional and the def2-TZVPD basis)
Cl 1.1520 -1.3790 -4.0503
O -2.0306 -1.2508 -1.8654
N -2.4451 -1.6150 -0.4927
N -0.6644 -1.0646 -2.1538
C -1.5565 -2.1891 0.1613
C 0.3596 -1.0062 0.9909
C -0.8019 1.3151 -1.9325
C -0.4134 -2.3363 0.7493
C 0.2535 -0.8646 2.5395
C -0.2500 0.1340 0.1366
C -0.0296 0.0180 -1.4178
C 0.3619 1.4500 0.5920
C -0.3221 -1.7070 -3.2195
H 1.4242 -1.1297 0.8389
H -0.7376 -0.2508 2.7667
H 1.1129 -0.3336 3.1742
H -0.9676 -2.4473 -3.7294
H -0.2781 2.1638 0.0671
H -1.4185 0.2483 0.3940
H 0.0075 -3.3279 0.9352
H -1.4995 1.6604 -1.1776
H -1.2778 1.0778 -2.9425
H 0.1770 -1.9053 2.8846
H -0.0922 2.1505 -2.0736
H 0.4164 1.6057 1.7059
H 1.4404 1.6217 0.3402
H 0.9725 0.3381 -1.6835
```


Entry 8:
ORCA calculation (the ωB97M-V functional and the def2-TZVPD basis) on 2 unconnected molecules or ions with the total composition C9H14ClN3OP at a distorted geometry.

Output
* energy relative to the best compared isomer or geometry (same formula, charge and spin): 26.0 kcal per mole
* charge: +1
* gap between HOMO and LUMO (spin up / spin down): 7.69 / 7.68 eV

Geometry as XYZ:
```
29
C9H14ClN3OP (the ωB97M-V functional and the def2-TZVPD basis)
Cl 0.4576 2.8406 1.4020
P -0.4322 0.7435 -0.5704
O -0.0003 1.2710 -1.8416
N 0.7714 -0.4723 -0.0364
N 2.4868 1.0796 -0.1266
N 2.9844 -1.2109 0.0149
C -2.4825 -0.1472 1.2015
C -4.3573 0.2662 -0.8221
C -3.0265 0.6675 -1.0753
C -2.0959 0.4202 -0.0344
C -4.7563 -0.0318 0.4861
C -3.8334 -0.2905 1.4500
C 2.5838 -2.6471 0.2136
C 2.1077 -0.1834 -0.0198
C 3.7421 1.6210 -0.4623
H 3.5319 -3.1282 -0.0730
H 0.4155 -1.4071 -0.0120
H 1.7230 1.7175 0.0044
H 3.8496 -0.9333 -0.4394
H -5.7340 -0.1607 0.8547
H -4.2979 -0.6123 2.3569
H 2.1782 -2.9237 1.3097
H -5.1656 0.3403 -1.5426
H 3.8271 2.7179 -0.5366
H 4.3951 1.5271 0.3110
H 4.0377 1.0147 -1.2727
H -2.8597 1.1282 -2.0775
H 1.7541 -2.8322 -0.5711
H -1.8043 -0.3744 1.9089
```